The following is a DFT calculation (ωB97M-V with the def2-TZVPD basis set) of C52H43N3O2P2PtS as an isolated structure.

Calculated values
LUMO = -0.4568 hartree
ΔE to the lowest compared entry with this formula, charge and spin = 3.8 kcal/mol
frontier orbital gap = 5.5 eV

```
! wB97M-V def2-TZVPD RIJCOSX def2/J DEFGRID3
* xyz 4 1
Pt -0.09994 -0.15328 1.01102
O 2.56614 -1.39080 0.79557
S 1.87208 -0.36479 0.03181
C 2.61411 1.19904 0.23485
C 3.93945 1.18870 0.64768
C 4.73736 2.33717 0.60778
C 4.18690 3.48584 0.08359
C 4.78306 4.84101 -0.15717
C 3.63932 5.68250 -0.77472
C 2.46247 4.75329 -0.82973
C 1.17596 4.94082 -1.27666
C 0.27736 3.87496 -1.15487
C 0.61986 2.63066 -0.62534
P -0.83855 1.62970 -0.30764
C -1.78460 1.45699 -1.80173
C -3.10226 1.92329 -1.89044
C -3.77863 1.83327 -3.09623
C -3.15180 1.28908 -4.21023
C -1.82610 0.87095 -4.13580
C -1.13602 0.96881 -2.94278
C -1.75725 2.32895 1.05117
C -3.02260 1.82971 1.39957
C -3.71943 2.39821 2.44591
C -3.15249 3.44123 3.17559
C -1.87698 3.90257 2.87385
C -1.17537 3.35156 1.81473
C 1.96936 2.38659 -0.23410
C 2.83313 3.48910 -0.32463
C 1.80906 -0.70355 -1.67798
C 2.87276 -0.20720 -2.42696
C 3.06012 -0.50623 -3.77536
C 2.14049 -1.32801 -4.38529
C 2.06842 -1.84836 -5.78849
C 0.78266 -2.70556 -5.83150
C 0.20751 -2.61016 -4.45012
C -0.93407 -3.15441 -3.91390
C -1.21996 -2.87900 -2.57623
C -0.39059 -2.11666 -1.74597
P -0.92328 -2.06075 -0.05591
C -2.68594 -2.06930 0.09275
C -3.43015 -1.25416 -0.77497
C -4.80950 -1.26641 -0.71121
C -5.45637 -2.08788 0.20850
C -4.72376 -2.91048 1.05689
C -3.34115 -2.90765 1.00415
C -0.06980 -3.27273 0.92660
C -0.34073 -3.46788 2.28957
C 0.30289 -4.47344 2.97932
C 1.23330 -5.28268 2.32833
C 1.52179 -5.08406 0.98533
C 0.88066 -4.07888 0.28212
C 0.81590 -1.54787 -2.27379
C 1.04427 -1.81279 -3.63792
H 4.37744 0.25003 0.96622
H 5.76613 2.29040 0.93795
H 5.64305 4.76346 -0.82510
H 5.15560 5.26600 0.77649
H 3.88896 6.03955 -1.77527
H 3.40568 6.56541 -0.17794
H 0.83987 5.88126 -1.69243
H -0.74859 4.04951 -1.46506
H -3.59249 2.38330 -1.04595
H -4.79007 2.20917 -3.17182
H -3.68491 1.22675 -5.14984
H -1.32623 0.50120 -5.02111
H -0.08788 0.70612 -2.90600
H -3.44999 0.99005 0.86544
H -4.70629 2.03549 2.69910
H -3.71022 3.89610 3.98382
H -1.44422 4.71227 3.44549
H -0.19844 3.74127 1.55697
H 3.60447 0.43054 -1.94723
H 3.91569 -0.10504 -4.30113
H 2.96363 -2.42696 -6.02377
H 2.03934 -1.02382 -6.50322
H 0.98387 -3.74696 -6.08884
H 0.06900 -2.33870 -6.57160
H -1.60153 -3.77983 -4.49136
H -2.12398 -3.30398 -2.15737
H -2.93082 -0.64785 -1.51940
H -5.38734 -0.65600 -1.39221
H -6.53771 -2.10496 0.24623
H -5.23387 -3.57317 1.74235
H -2.78672 -3.58901 1.63205
H -1.08010 -2.85714 2.79534
H 0.07257 -4.65226 4.02125
H 1.72621 -6.07827 2.87164
H 2.23544 -5.72190 0.48230
H 1.10316 -3.93796 -0.76637
C 1.03583 -1.01196 6.75143
N 0.58131 -0.75217 5.38499
C -0.81122 -0.47505 5.03791
C -0.69094 -0.37420 3.54752
O -1.56777 -0.20356 2.66035
N 0.57838 -0.52525 3.15902
C 1.31390 -0.81252 4.28018
N 2.59222 -1.11726 4.19875
H 0.42285 -0.43275 7.43778
H 2.06426 -0.67589 6.86931
H 0.95407 -2.07024 6.99753
H -1.16830 0.45832 5.47990
H -1.47883 -1.28464 5.34302
H 3.00045 -1.21745 3.28068
H 3.13606 -1.38841 5.00302
*
```

Atom charges from the Mulliken analysis, given in e for atoms 1 to 8: 4.501 -0.627 0.308 -0.520 -0.354 -1.396 0.321 -0.770

The following is a DFT calculation (ωB97M-V with the def2-TZVPD basis set) of C52H43N4O3P4Zr as an isolated structure.

Calculated values
LUMO = -0.3306 hartree
ΔE to the lowest compared entry with this formula, charge and spin = 54.9 kcal/mol
frontier orbital gap = 6.7 eV

```
! wB97M-V def2-TZVPD RIJCOSX def2/J DEFGRID3
* xyz 3 1
Zr -0.03488 0.37414 -0.62081
O -1.81766 -0.60680 -1.06017
P -3.29179 -0.37376 -0.62789
C -3.35842 -0.82270 1.14758
P -1.64992 -1.01140 1.72331
O -0.93194 0.27917 1.22207
C -0.98514 -2.45947 0.89156
C 0.15263 -2.41563 0.07315
C 0.58064 -3.52618 -0.62010
C -0.11980 -4.72139 -0.48977
C -1.24192 -4.78920 0.31881
C -1.67878 -3.66087 1.00515
C -1.58058 -1.12874 3.47656
C -1.24621 -2.31984 4.12549
C -1.23773 -2.35584 5.51059
C -1.55422 -1.21538 6.23639
C -1.87748 -0.02606 5.59010
C -1.89493 0.02420 4.20871
C -3.67352 1.35165 -0.80234
C -4.69795 1.95001 -0.06457
C -5.06314 3.25927 -0.33005
C -4.42503 3.96552 -1.34373
C -3.41540 3.37085 -2.08706
C -3.03445 2.06388 -1.81959
C -4.35587 -1.38547 -1.59699
C -5.72067 -1.10589 -1.69861
C -6.52192 -1.93478 -2.46391
C -5.96432 -3.01935 -3.13168
C -4.60495 -3.28975 -3.03769
C -3.79162 -2.47861 -2.26367
H -3.92580 -1.74191 1.30142
H -3.82332 -0.02549 1.73268
H 0.78789 -1.51953 -0.01090
H 1.46347 -3.47152 -1.24270
H 0.21477 -5.59890 -1.02638
H -1.78438 -5.71966 0.41747
H -2.56560 -3.72998 1.62500
H -0.98710 -3.20546 3.56011
H -0.98502 -3.27283 6.02490
H -1.54754 -1.25098 7.31757
H -2.11668 0.85696 6.16640
H -2.13452 0.95266 3.70320
H -5.21232 1.40172 0.71637
H -5.85032 3.72587 0.24604
H -4.72491 4.98183 -1.56150
H -2.94765 3.91151 -2.89885
H -2.28797 1.59156 -2.45529
H -6.15597 -0.24574 -1.20559
H -7.57957 -1.72845 -2.55223
H -6.59466 -3.65278 -3.74125
H -4.17743 -4.12374 -3.57737
H -2.72757 -2.67255 -2.19722
N 3.02574 1.55145 0.24065
P 2.04712 0.70650 1.33636
C 2.20222 1.66926 2.85278
C 1.98648 3.04912 2.76337
C 2.12327 3.84326 3.88828
C 2.45824 3.26570 5.10736
C 2.65940 1.89653 5.20061
C 2.52754 1.09124 4.07835
C 2.82802 -0.89852 1.67478
C 4.05050 -1.25896 1.11540
C 4.60049 -2.50491 1.39160
C 3.93888 -3.39024 2.22961
C 2.71974 -3.03520 2.79601
C 2.16447 -1.79913 2.51284
P 2.72588 0.91645 -1.33822
C 4.28767 1.00461 -2.21674
C 4.79968 -0.15296 -2.80019
C 6.03107 -0.10993 -3.43842
C 6.73921 1.08144 -3.48930
C 6.22907 2.23592 -2.90078
C 5.00123 2.20669 -2.26496
C 1.68150 2.30209 -1.99321
C 0.64753 2.83564 -1.19969
C -0.06296 3.96883 -1.60041
C 0.20882 4.53659 -2.83039
C 1.16149 3.95780 -3.66527
C 1.88935 2.84934 -3.25370
H 3.97898 1.77896 0.51268
H 1.74532 3.50662 1.81081
H 1.97908 4.91270 3.81618
H 2.56976 3.88762 5.98530
H 2.93479 1.45225 6.14748
H 2.71029 0.02891 4.16084
H 4.59488 -0.57307 0.47721
H 5.55474 -2.77712 0.96105
H 4.37978 -4.35207 2.45408
H 2.21291 -3.72077 3.46254
H 1.21966 -1.51938 2.97115
H 4.24130 -1.08041 -2.75817
H 6.43683 -1.00281 -3.89343
H 7.69619 1.11658 -3.99204
H 6.79047 3.15923 -2.94310
H 4.60378 3.10661 -1.81059
H 0.50303 2.52940 -0.14943
H -0.80196 4.40719 -0.94267
H -0.30786 5.43619 -3.13631
H 1.35263 4.38516 -4.64068
H 2.64539 2.43301 -3.90581
O 0.37345 -0.24917 -2.40491
N -0.25544 -1.26992 -3.03948
C -0.44631 -1.08052 -4.28930
C -1.14007 -2.12684 -4.99111
N -1.73901 -2.94986 -5.51903
C -0.06444 0.14030 -4.95584
N 0.25936 1.14847 -5.39685
*
```

Atom charges from the Mulliken analysis, given in e for atoms 1 to 8: -0.517 0.554 2.010 -1.095 1.206 -1.702 1.435 0.447

The following is a DFT calculation (ωB97M-V with the def2-TZVPD basis set) of C52H45BrCsN4O7PS2 as an isolated structure.

Calculated values
LUMO = 0.1130 hartree
ΔE to the lowest compared entry with this formula, charge and spin = 5.6 kcal/mol
frontier orbital gap = 4.9 eV

```
! wB97M-V def2-TZVPD RIJCOSX def2/J DEFGRID3
* xyz -2 1
Cs 0.91059 -0.44190 -0.71681
C -1.41731 4.70978 -2.72413
C -0.27156 4.90862 -1.96546
C -0.13192 4.29302 -0.72877
C -1.14119 3.47314 -0.23105
C -2.28032 3.26650 -1.00776
C -2.42407 3.88478 -2.24201
P -1.03159 2.57624 1.36813
C -2.05238 3.69494 2.43194
C -2.35036 5.02704 2.15124
C -3.06833 5.80238 3.05245
C -3.49643 5.26168 4.25766
C -3.20971 3.93490 4.55109
C -2.50321 3.16196 3.64057
C 0.66222 2.92187 1.92123
C 1.02415 3.78404 2.95675
C 2.36930 3.89311 3.28814
C 3.30299 3.16055 2.55913
C 2.89874 2.34327 1.50475
C 1.55175 2.16296 1.13276
H -1.51210 5.16815 -3.70111
H 0.52833 5.53258 -2.34778
H 0.77801 4.41612 -0.15484
H -3.04978 2.58978 -0.65070
H -3.30624 3.69604 -2.84196
H -2.01176 5.46100 1.21743
H -3.28874 6.83692 2.81504
H -4.05311 5.86873 4.96174
H -3.54068 3.49941 5.48677
H -2.28817 2.12223 3.86912
H 0.27637 4.35639 3.49910
H 2.68679 4.54098 4.09940
H 4.35803 3.23365 2.81287
H 3.67892 1.82335 0.95004
O -3.62204 -7.34364 -0.99558
N -3.61111 -6.42410 -1.79564
O -4.00169 -6.53532 -2.94629
C -3.13869 -5.11198 -1.34103
C -3.23205 -4.88198 -0.01285
C -2.88707 -3.61695 0.53817
C -2.98142 -3.35640 1.91672
C -2.64148 -2.11446 2.37313
C -2.20000 -1.15499 1.44693
N -2.10729 -1.37323 0.15409
C -2.44070 -2.58884 -0.30529
C -2.29181 -2.85707 -1.73090
N -1.78462 -1.86500 -2.48010
C -1.56591 -2.07998 -3.75542
C -1.83711 -3.30783 -4.37441
C -2.37603 -4.32459 -3.63349
C -2.63400 -4.11972 -2.26274
H -3.59386 -5.66633 0.63736
H -3.28606 -4.13710 2.60250
H -2.67419 -1.88162 3.42859
H -1.89989 -0.16525 1.78022
H -1.13018 -1.25914 -4.31006
H -1.60723 -3.44409 -5.42282
H -2.59460 -5.27557 -4.09051
Br -0.66600 1.60097 -4.37006
C 0.17195 0.64672 -5.79213
C -0.17313 1.00857 -7.06535
C 0.40676 0.33468 -8.16138
C 1.30084 -0.67265 -7.94408
C 1.66418 -1.05441 -6.62698
C 2.60138 -2.09231 -6.40802
C 2.94033 -2.42939 -5.12557
C 2.37224 -1.74379 -4.02629
C 1.45517 -0.70883 -4.12973
C 1.10347 -0.39382 -5.48735
H -0.88811 1.80436 -7.22553
H 0.13302 0.62323 -9.16996
H 1.75275 -1.19917 -8.77972
H 3.03475 -2.60172 -7.26318
H 3.65984 -3.22555 -4.95071
H 2.73111 -2.04955 -3.04133
C 3.42382 3.84068 -3.84596
S 2.99181 2.11311 -3.50633
C 3.81481 1.45250 -4.96802
O 3.84206 1.72015 -2.34964
H 2.93247 4.16881 -4.76297
H 4.50765 3.93587 -3.92024
H 3.05574 4.41872 -2.99948
H 3.30060 1.80187 -5.86509
H 3.73459 0.36925 -4.90520
H 4.85868 1.76874 -4.95273
C 1.15535 1.45159 6.88686
C 0.75937 0.10075 6.35949
C 0.40051 -0.92632 7.22796
C 0.05998 -2.18171 6.75182
C 0.05865 -2.41178 5.38470
C 0.40836 -1.40087 4.49656
C 0.76322 -0.15270 4.98776
S -0.40448 -4.02713 4.81323
O 0.16745 -4.96661 5.74317
O -1.82971 -4.03438 4.60697
N 0.30610 -4.23260 3.38365
C 1.77629 -4.23298 3.34812
C 2.22955 -4.14617 1.90062
C 1.71605 -2.87581 1.19976
O 0.45359 -2.74947 1.14239
O 2.55310 -2.09191 0.72756
H 1.18687 1.45253 7.97717
H 0.44997 2.21793 6.56075
H 2.13195 1.74471 6.50137
H 0.40821 -0.74472 8.29716
H -0.18410 -2.98862 7.43028
H 0.43131 -1.58255 3.42668
H 1.07037 0.62348 4.29335
H -0.07404 -3.66425 2.61066
H 2.14034 -5.14505 3.82102
H 2.18107 -3.38234 3.90997
H 1.84583 -5.01451 1.35734
H 3.31783 -4.15464 1.86114
*
```

Atom charges from the Mulliken analysis, given in e for atoms 1 to 8: 1.603 -0.456 -0.469 -0.125 -0.002 -0.446 -0.681 0.650

The following is a DFT calculation (ωB97M-V with the def2-TZVPD basis set) of C52H47As2N3RuS2Si as an isolated structure.

Calculated values
LUMO (alpha / beta) = -0.2080 / -0.2761 hartree
ΔE to the lowest compared entry with this formula, charge and spin = 14.7 kcal/mol
frontier orbital gap (alpha / beta) = 7.1 / 5.7 eV

```
! wB97M-V def2-TZVPD RIJCOSX def2/J DEFGRID3
* xyz 2 5
Ru 0.45553 0.42168 0.11369
C 2.76653 1.42879 5.34212
S 3.43722 0.54514 3.93339
C 2.32628 1.01918 2.71417
S 2.60247 0.18999 1.17699
N 1.39150 1.88516 2.88711
N 0.64112 2.04504 1.71909
C 0.06714 3.16819 1.62011
C -0.71716 3.47999 0.41167
C -1.42507 4.65760 0.32288
C -2.07569 4.95119 -0.87159
C -1.96066 4.06338 -1.92191
C -1.22738 2.89856 -1.73354
N -0.62731 2.59445 -0.58625
H 3.44407 1.20986 6.16600
H 1.76774 1.06009 5.56720
H 2.74550 2.49803 5.14906
H 0.18619 3.90410 2.41303
H -1.45967 5.33535 1.16911
H -2.64576 5.86644 -0.97697
H -2.42395 4.25682 -2.88184
H -1.11903 2.19782 -2.54468
C 0.03083 -0.29290 -3.45245
C 1.54355 -0.25280 -3.29480
As 2.10577 0.90876 -1.85305
C 3.98902 0.53643 -1.73184
C 4.40304 -0.79263 -1.70517
C 5.75571 -1.09190 -1.62093
C 6.68842 -0.06489 -1.55386
C 6.27055 1.25952 -1.56164
C 4.91799 1.56746 -1.64871
C 1.98665 2.69050 -2.54718
C 2.07628 3.75236 -1.65073
C 2.00951 5.05712 -2.11660
C 1.83463 5.29961 -3.47627
C 1.74208 4.23819 -4.36660
C 1.82093 2.92808 -3.90482
As -0.85970 -0.75089 -1.74709
C -2.55545 0.16305 -1.84489
C -3.22421 0.25665 -3.06172
C -4.42385 0.95371 -3.13799
C -4.95649 1.55153 -1.99899
C -4.28904 1.45722 -0.78256
C -3.08682 0.76567 -0.70987
C -1.25154 -2.59003 -2.13860
C -2.55323 -3.02350 -2.30396
C -2.77539 -4.31815 -2.76535
C -1.70990 -5.16217 -3.03809
C -0.40218 -4.72308 -2.84445
C -0.17178 -3.43518 -2.39336
H -0.25331 -1.07867 -4.14229
H -0.37461 0.64248 -3.82967
H 2.06012 0.03410 -4.20544
H 1.92280 -1.23468 -3.02110
H 3.68735 -1.60579 -1.74161
H 6.07860 -2.12569 -1.61021
H 7.74392 -0.29881 -1.49234
H 6.99857 2.05958 -1.50740
H 4.60951 2.60392 -1.66665
H 2.20488 3.56452 -0.59149
H 2.09718 5.88457 -1.42361
H 1.78282 6.31774 -3.84240
H 1.62172 4.42567 -5.42591
H 1.76004 2.11475 -4.61434
H -2.82718 -0.21908 -3.94997
H -4.94712 1.02091 -4.08482
H -5.89722 2.08732 -2.06024
H -4.70237 1.91858 0.10789
H -2.56296 0.72515 0.23418
H -3.39164 -2.37788 -2.09020
H -3.79281 -4.66307 -2.90615
H -1.89408 -6.16764 -3.39803
H 0.43352 -5.38206 -3.04623
H 0.84826 -3.10309 -2.24125
C -2.96019 -4.76055 0.34979
C -1.57598 -4.84141 0.42301
C -0.83297 -3.73211 0.81031
C -1.44975 -2.50966 1.11606
C -2.85215 -2.45044 1.00323
C -3.59920 -3.56090 0.63791
Si -0.49583 -1.12825 1.93402
C -1.73031 -0.35070 3.12239
C -2.47118 -1.31731 3.83529
C -3.35215 -0.95686 4.84671
C -3.53672 0.38085 5.16848
C -2.82704 1.35054 4.47828
C -1.93304 0.98757 3.47530
C 0.89236 -1.90396 2.90874
C 0.81975 -1.94789 4.30213
C 1.80858 -2.58283 5.05332
C 2.88658 -3.18492 4.42565
C 2.97489 -3.16309 3.03888
C 1.98751 -2.52815 2.29511
H -3.54130 -5.63483 0.07785
H -1.07499 -5.77729 0.20080
H 0.24291 -3.83707 0.89206
H -3.38134 -1.54364 1.25579
H -4.68150 -3.49583 0.58952
H -2.35111 -2.37380 3.61690
H -3.89741 -1.72625 5.38131
H -4.22993 0.66315 5.95277
H -2.96340 2.39785 4.72428
H -1.40222 1.77607 2.97672
H -0.00223 -1.47212 4.82272
H 1.73344 -2.60185 6.13397
H 3.65390 -3.67720 5.01105
H 3.80673 -3.64598 2.53898
H 2.06432 -2.55854 1.21272
*
```

Atom charges from the Mulliken analysis, given in e for atoms 1 to 8: 2.235 -0.834 0.161 0.037 -0.251 -1.596 1.832 -1.565